DFT (wB97M-V/def2-TZVPD) results for C6H6B2CdF17NO6S2 as an isolated structure.

Calculated values
E_tot   -3450.395823 Eh
HOMO   -3.46 eV
Net charge   -2
Frontier orbital gap   8.2743 eV
Relative energy (zero: lowest compared OMol25 entry of this formula, charge and spin)   425.4 kJ/mol
LUMO level   4.81 eV

Element x y z (Å)
Cd 0.8041 0.7192 -0.4093
C -2.6076 -1.8543 0.2776
F -3.4599 -2.8258 -0.0186
F -3.3167 -0.7381 0.6867
F -1.8898 -2.3394 1.2673
S -1.4240 -1.3345 -1.2728
O -1.6321 -2.3246 -2.3644
O -1.7400 -0.0014 -1.6921
N 0.1748 -1.1651 -0.6491
S 0.7612 -2.6107 -0.5789
O 1.8116 -2.8417 0.4788
O -0.2182 -3.7307 -0.6055
C 1.6387 -2.7302 -2.4109
F 2.3252 -3.8464 -2.4423
F 0.6839 -2.8294 -3.3420
F 2.4482 -1.7588 -2.6696
C -0.7604 2.5132 1.0439
O -0.4059 1.2013 1.4703
O -0.0051 2.6247 -0.1465
C -2.3799 2.6937 0.8901
F -3.0243 2.8423 2.0550
F -2.5694 3.7579 0.1966
F -3.0501 1.7555 0.1807
C -0.4234 1.1303 2.9513
C -0.0295 -0.3486 3.1213
H -0.3699 -0.9933 2.3110
H 1.0463 -0.4057 3.2873
H -0.3368 -0.7668 4.0798
H -1.4653 1.2016 3.2633
H 0.1534 1.7626 3.6262
H -0.4097 3.2872 1.7265
B 3.1850 0.7334 0.5440
F 2.2075 0.3380 1.3374
F 3.5077 -0.4269 -0.1425
F 2.6070 1.6281 -0.3079
F 4.1408 1.2494 1.3371
B 0.7847 1.2517 -3.3959
F 1.5108 2.1393 -4.0613
F 1.5265 0.8496 -2.3170
F -0.4253 1.9132 -3.0463
F 0.6259 0.2803 -4.2591

Here are the Löwdin charges for atoms 1 to 4, given in e: 1.51, -0.58, 0.14, 0.09